C13H26BrF2NO6S2Sb as an isolated structure, computed with ωB97M-V/def2-TZVPD.

```
52
Properties=species:S:1:pos:R:3:forces:R:3:lowdin_charge:R:1
O -5.175304 0.009414 4.848929 -0.16 -0.19 0.24 0.142
C -4.025141 -0.040575 4.596514 -0.51 0.50 -0.39 -0.592
F -3.277713 -1.121467 4.972930 0.25 0.10 0.15 0.061
N -3.278030 0.921657 3.935041 0.59 -1.30 -0.23 0.111
C -3.531327 1.089416 2.476215 -0.27 1.21 0.16 -0.477
O -2.887432 1.967172 1.955553 0.19 -0.40 0.29 -0.049
Sb -4.959086 -0.060210 1.135825 -0.60 -0.85 -1.37 1.063
F -6.403378 1.123957 1.892773 0.21 -0.13 0.11 -0.591
C -3.293196 -1.252124 0.292631 0.01 0.12 0.76 -0.385
C -2.270871 -1.752464 1.318496 0.11 -0.57 -0.80 -0.394
C -2.731147 -2.964981 2.122823 0.51 0.62 0.66 -0.628
Br -2.455597 -4.639236 1.146562 -0.26 0.06 0.03 0.571
H -2.294447 0.665315 4.008691 0.04 0.43 0.08 0.121
H -5.247238 -1.293512 2.329859 0.02 0.31 0.34 -0.054
H -6.161891 -0.813175 0.106821 0.04 0.03 0.09 -0.096
H -4.681873 1.156460 -0.074227 0.05 0.27 0.39 -0.052
H -3.744681 -2.127214 -0.183332 0.00 0.12 -0.15 0.036
H -2.797785 -0.634414 -0.458705 -0.09 -0.06 -0.06 0.033
H -1.915522 -0.983719 2.015577 -0.22 0.05 -0.01 0.083
H -1.381962 -2.076429 0.762835 0.14 0.18 0.22 0.082
H -3.759189 -2.891337 2.470010 -0.08 -0.23 -0.33 0.028
H -2.101565 -3.053191 3.008500 -0.05 -0.22 -0.07 0.045
C 0.454463 3.352832 0.238614 0.07 -0.05 -0.07 -0.215
C 0.991296 3.715572 -1.152105 -0.02 0.03 0.04 -0.218
C 1.178591 2.406325 -1.924386 0.19 0.26 -0.13 -0.218
S -0.022157 1.243547 -1.243096 -0.22 0.25 0.29 0.665
O 0.695572 0.174038 -0.601739 -1.01 0.50 0.24 -0.333
O -1.038853 0.978259 -2.231272 0.12 -0.18 -0.07 -0.327
C -0.669166 2.347890 0.008680 0.24 0.26 -0.02 -0.231
H 0.095629 4.230720 0.774607 -0.02 -0.02 0.02 0.114
H 1.249882 2.894862 0.831883 -0.02 -0.01 0.01 0.118
H 0.264637 4.347952 -1.667490 -0.02 -0.02 0.01 0.113
H 1.926927 4.272606 -1.093502 0.00 -0.01 -0.01 0.108
H 0.988835 2.525637 -2.988874 -0.04 -0.15 0.00 0.098
H 2.172205 1.989365 -1.767062 -0.05 -0.08 0.08 0.075
H -0.930892 1.780818 0.893805 -0.10 -0.11 -0.09 0.078
H -1.556628 2.830923 -0.397521 -0.07 -0.11 0.03 0.113
C 5.324043 -2.561054 -2.192418 -0.05 0.05 -0.06 -0.225
C 5.589153 -1.453540 -3.221279 0.00 -0.02 0.04 -0.220
C 4.453134 -0.430782 -3.097642 0.27 -0.04 -0.27 -0.219
S 3.874716 -0.523583 -1.394028 0.11 -0.15 0.03 0.660
O 2.527438 -1.009950 -1.391136 0.94 -0.48 -0.37 -0.311
O 4.241916 0.688319 -0.699408 -0.14 0.03 -0.03 -0.329
C 4.973899 -1.847175 -0.891070 0.24 -0.21 -0.05 -0.229
H 6.187918 -3.213382 -2.068913 -0.01 -0.01 0.00 0.111
H 4.481416 -3.174477 -2.518365 -0.01 -0.01 0.04 0.120
H 6.544346 -0.972752 -2.998554 -0.01 0.00 0.02 0.113
H 5.650851 -1.849243 -4.234547 0.00 0.01 0.00 0.110
H 4.790242 0.582430 -3.303352 -0.11 0.05 0.07 0.099
H 3.612828 -0.680053 -3.742890 -0.08 0.00 0.11 0.106
H 4.465824 -2.481314 -0.168567 -0.11 0.12 0.03 0.109
H 5.856309 -1.394136 -0.438698 -0.03 0.04 0.02 0.104
```
Forces are in eV/Å.

Properties
Net charge = -1
E_tot = -131361.4967 eV
HOMO level = -4.6 eV
F_max = 1.72 eV/A
Gap between HOMO and LUMO = 6.46 eV